The following is a quantum chemistry calculation of a cluster of 2 separate species, C8H9BrN4O2S in total at a distorted geometry, from OMol25.

Geometry as XYZ:
```
25
Properties=species:S:1:pos:R:3:nbo_charge:R:1
C 2.75448 -1.07815 0.43210 -0.25
C 2.55169 1.30815 0.24894 0.00
C 1.39444 -1.17390 0.50560 0.20
C 3.38793 0.15288 0.23268 -0.07
C 0.64692 0.03310 0.48911 0.05
C -1.29151 1.15305 -2.19457 0.10
C -0.76647 0.11248 0.62001 0.48
C -2.75723 -1.16753 0.22934 -0.28
N 1.24198 1.20437 0.28824 -0.43
N -1.15902 -0.00037 -2.34822 -0.37
N -1.24408 1.37808 0.55371 -0.79
N 0.78389 -2.43631 0.49418 -0.80
O -2.49413 3.58175 -0.21679 -0.94
O -1.48499 -1.03969 0.75090 -0.50
S -2.69589 2.22124 0.33357 0.99
Br 5.30245 0.21815 -0.14917 0.06
H 3.29272 -1.93024 0.45267 0.22
H 2.82784 2.26927 0.15883 0.20
H -1.47241 2.17854 -2.06246 0.25
H -3.17858 -2.09018 0.54234 0.21
H -2.92682 -0.92911 -0.90726 0.22
H -3.55351 -0.42099 0.78427 0.17
H -0.27315 1.99453 0.45735 0.48
H 1.25601 -3.26952 0.23253 0.39
H -0.14255 -2.26962 0.07207 0.41
```

Output
E_tot: -3651.8059 Ha
HOMO energy (spin up / spin down): -7.46 / -6.58 eV
Gap between HOMO and LUMO (spin up / spin down): 6.771 / 5.700 eV
Relative energy (zero: lowest compared OMol25 entry of this formula, charge and spin): 2.3097 eV
Total charge: 0